No. 1
The following is a quantum chemistry calculation of C16H18N2O3 in the gas phase in a non-equilibrium geometry, from the Open Molecules 2025 dataset.

Computed properties:
Energy relative to the best compared isomer or geometry (same formula, charge and spin) = 385.5 kcal per mole
SMILES = O=C(c1cc(-c2ccccc2O)on1)N1CCCCCC1
E_LUMO = 0.1 eV
Electronic energy = -25992.3009 eV

ORCA input file:
```
! wB97M-V def2-TZVPD RIJCOSX def2/J DEFGRID3
* xyz 0 1
O 1.248 2.273 -0.158
C 1.335 1.058 -0.450
N 2.432 0.477 -0.871
C 2.409 -1.068 -1.101
H 3.073 -1.373 -2.059
C 2.779 -1.899 0.205
H 2.877 -2.982 0.025
H 2.030 -1.753 0.789
C 4.086 -1.252 0.648
C 4.015 0.057 1.378
C 4.147 1.481 0.457
C 3.413 1.219 -1.027
H 3.319 1.932 -1.444
H 4.191 0.683 -1.586
H 5.265 1.400 0.136
H 3.759 2.152 1.048
H 4.716 0.042 2.268
H 2.934 0.119 1.891
H 5.019 -1.136 -0.089
H 4.442 -1.936 1.625
H 1.326 -1.418 -1.456
C -0.220 0.433 -0.118
N -0.252 -0.794 0.165
O -1.632 -1.096 0.405
C -2.266 0.139 -0.314
C -1.286 0.983 -0.410
H -1.524 1.775 -0.746
C -3.678 0.069 -0.057
C -4.425 -1.355 -0.136
C -5.686 -1.461 -0.171
C -6.481 -0.182 -0.057
C -5.920 0.897 0.112
C -4.469 1.081 0.261
O -4.007 2.130 0.503
H -3.056 2.150 0.612
H -6.427 2.011 0.477
H -7.542 -0.357 -0.179
H -6.192 -2.356 -0.157
H -3.749 -2.142 -0.419
*
```

=====

No. 2
The following is a quantum chemistry calculation of C16H18N2O3 in the gas phase, from the Open Molecules 2025 dataset.

Computed properties:
Energy relative to the best compared isomer or geometry (same formula, charge and spin) = 22.3 kcal per mole
SMILES = CCCNC(=O)COC(=O)c1cc(C)nc2ccccc12
E_LUMO = -0.2 eV
Electronic energy = -26008.0497 eV

ORCA input file:
```
! wB97M-V def2-TZVPD RIJCOSX def2/J DEFGRID3
* xyz 0 1
C 3.146 1.955 1.638
C 4.546 1.829 1.052
H 5.289 2.114 1.801
C 4.851 0.403 0.597
N 3.993 -0.015 -0.492
C 3.109 -1.019 -0.370
O 2.996 -1.718 0.612
C 2.249 -1.267 -1.624
H 2.497 -2.242 -2.049
H 2.387 -0.477 -2.370
O 0.880 -1.354 -1.260
C 0.359 -0.237 -0.733
O 0.985 0.796 -0.663
C -1.034 -0.453 -0.277
C -1.408 -1.709 0.141
C -2.725 -1.931 0.600
N -3.619 -0.980 0.642
C -3.290 0.262 0.240
C -4.286 1.259 0.299
C -4.008 2.538 -0.096
C -2.729 2.871 -0.566
C -1.740 1.927 -0.638
C -1.989 0.601 -0.234
H -0.757 2.191 -0.993
H -2.526 3.886 -0.875
H -4.771 3.300 -0.051
H -5.260 0.973 0.661
C -3.136 -3.293 1.060
H -4.175 -3.274 1.375
H -2.511 -3.611 1.892
H -3.015 -4.013 0.253
H -0.697 -2.519 0.135
H 3.930 0.613 -1.278
H 4.684 -0.303 1.413
H 5.895 0.329 0.270
H 4.653 2.509 0.203
H 3.034 1.293 2.494
H 2.960 2.976 1.963
H 2.393 1.688 0.900
*
```

=====

No. 3
The following is a quantum chemistry calculation of C16H18N2OS in the gas phase, from the Open Molecules 2025 dataset.

Computed properties:
Energy relative to the best compared isomer or geometry (same formula, charge and spin) = 0.0 kcal per mole
SMILES = Cc1cccc(CSc2nc3c(c(=O)[nH]2)CCCC3)c1
E_LUMO = 0.5 eV
Electronic energy = -32748.4668 eV

ORCA input file:
```
! wB97M-V def2-TZVPD RIJCOSX def2/J DEFGRID3
* xyz 0 1
C 1.640 -0.120 3.573
C 0.795 -1.059 2.772
C -0.586 -0.906 2.767
C -1.396 -1.696 1.963
C -0.817 -2.689 1.181
C 0.553 -2.868 1.200
C 1.355 -2.050 1.978
H 2.427 -2.179 1.964
H 1.001 -3.639 0.592
H -1.442 -3.302 0.548
C -2.864 -1.427 1.871
H -3.456 -2.321 2.071
H -3.185 -0.633 2.545
S -3.367 -0.986 0.141
C -2.012 -0.001 -0.391
N -1.667 -0.087 -1.627
C -0.604 0.650 -2.051
C 0.145 1.419 -1.208
C -0.229 1.522 0.182
O 0.343 2.141 1.058
N -1.397 0.814 0.494
H -1.711 0.884 1.454
C 1.356 2.180 -1.656
C 1.861 1.684 -3.006
C 0.694 1.580 -3.982
C -0.282 0.508 -3.507
H 0.146 -0.487 -3.658
H -1.216 0.540 -4.072
H 0.183 2.543 -4.036
H 1.052 1.332 -4.982
H 2.321 0.701 -2.887
H 2.619 2.369 -3.390
H 1.095 3.241 -1.720
H 2.126 2.093 -0.886
H -1.027 -0.143 3.395
H 1.619 0.864 3.103
H 2.671 -0.460 3.619
H 1.254 -0.016 4.585
*
```

=====

No. 4
The following is a quantum chemistry calculation of C16H18N2S2 in the gas phase, from the Open Molecules 2025 dataset.

Computed properties:
Energy relative to the best compared isomer or geometry (same formula, charge and spin) = 1.7 kcal per mole
SMILES = Nc1ccccc1SC/C=C/CSc1ccccc1N
E_LUMO = 0.7 eV
Electronic energy = -41534.9448 eV

ORCA input file:
```
! wB97M-V def2-TZVPD RIJCOSX def2/J DEFGRID3
* xyz 0 1
N -1.671 3.636 -1.785
C -1.153 3.406 -0.537
C -1.213 4.391 0.452
C -0.625 4.199 1.686
C 0.035 3.014 1.970
C 0.096 2.022 1.008
C -0.480 2.213 -0.235
S -0.385 0.926 -1.469
C 1.439 0.631 -1.521
C 1.797 -0.701 -0.977
C 2.440 -0.897 0.168
C 2.766 -2.241 0.700
H 2.840 -2.987 -0.090
H 3.672 -2.237 1.303
S 1.444 -2.827 1.853
C 0.117 -2.946 0.665
C 0.132 -3.970 -0.265
C -0.845 -4.040 -1.241
C -1.844 -3.078 -1.272
C -1.878 -2.070 -0.333
C -0.900 -1.983 0.663
N -0.898 -0.957 1.564
H -1.739 -0.417 1.671
H -0.318 -1.071 2.380
H -2.655 -1.320 -0.361
H -2.607 -3.120 -2.035
H -0.826 -4.836 -1.970
H 0.919 -4.709 -0.222
H 2.724 -0.057 0.789
H 1.486 -1.546 -1.578
H 1.900 1.445 -0.965
H 1.702 0.702 -2.577
H 0.587 1.084 1.218
H 0.492 2.859 2.935
H -0.684 4.978 2.432
H -1.724 5.316 0.230
H -2.372 4.352 -1.873
H -1.771 2.833 -2.384
*
```

=====

No. 5
The following is a quantum chemistry calculation of C16H18N4O2 in the gas phase, from the Open Molecules 2025 dataset.

Computed properties:
Energy relative to the best compared isomer or geometry (same formula, charge and spin) = 25.4 kcal per mole
SMILES = COc1ccc2[nH]c(C(=O)NCCCn3ccnc3)cc2c1
E_LUMO = 0.4 eV
Electronic energy = -26940.1947 eV

ORCA input file:
```
! wB97M-V def2-TZVPD RIJCOSX def2/J DEFGRID3
* xyz 0 1
C -6.847 -1.225 0.601
O -6.472 0.127 0.540
C -5.162 0.425 0.291
C -4.164 -0.505 0.094
C -2.867 -0.041 -0.153
C -1.636 -0.697 -0.396
C -0.685 0.283 -0.576
N -1.278 1.511 -0.450
C -2.602 1.351 -0.197
C -3.617 2.283 0.004
C -4.881 1.809 0.245
H -5.706 2.484 0.406
H -3.415 3.343 -0.029
H -0.766 2.373 -0.551
C 0.755 0.245 -0.857
O 1.412 1.272 -0.950
N 1.287 -0.992 -1.005
H 0.689 -1.792 -0.887
C 2.685 -1.231 -1.270
H 3.129 -0.271 -1.547
H 2.775 -1.919 -2.117
C 3.406 -1.813 -0.051
H 4.386 -2.181 -0.358
H 2.832 -2.657 0.339
C 3.589 -0.773 1.063
N 4.625 0.169 0.742
C 5.956 0.005 0.939
N 6.650 1.012 0.491
C 5.739 1.878 -0.029
C 4.478 1.375 0.114
H 3.518 1.757 -0.166
H 6.049 2.805 -0.468
H 6.370 -0.860 1.420
H 3.859 -1.278 1.996
H 2.654 -0.228 1.217
H -1.492 -1.760 -0.430
H -4.351 -1.567 0.124
H -6.659 -1.738 -0.348
H -7.917 -1.227 0.804
H -6.326 -1.752 1.407
*
```

=====

No. 6
The following is a quantum chemistry calculation of 2 unconnected molecules or ions with the total composition C16H18N4O3 in a non-equilibrium geometry, from the Open Molecules 2025 dataset.

Computed properties:
Energy relative to the best compared isomer or geometry (same formula, charge and spin) = 182.5 kcal per mole
E_LUMO = -2.4 eV
Electronic energy = -28980.7193 eV

ORCA input file:
```
! wB97M-V def2-TZVPD RIJCOSX def2/J DEFGRID3
* xyz 0 1
C -1.922 -0.881 4.575
C -0.936 -0.044 3.762
N -0.942 -0.498 2.353
C -1.003 0.389 1.316
C -0.980 0.018 -0.012
C -1.217 0.879 -1.065
C -1.214 0.469 -2.430
C -1.862 1.248 -3.408
C -1.954 0.813 -4.708
C -1.386 -0.392 -5.084
C -0.710 -1.158 -4.151
C -0.625 -0.743 -2.843
C -1.160 -1.961 2.194
C -0.806 -2.721 3.479
O -1.531 -2.260 4.632
H -2.024 -0.515 5.604
H -2.918 -0.857 4.121
H -1.163 1.024 3.818
H 0.079 -0.178 4.145
H -1.103 1.430 1.560
H -0.819 -1.018 -0.238
H -1.502 1.893 -0.840
H -2.322 2.174 -3.113
H -2.486 1.400 -5.437
H -1.472 -0.738 -6.101
H -0.250 -2.084 -4.455
H -0.077 -1.335 -2.130
H -2.215 -2.113 1.948
H -0.574 -2.329 1.347
H -1.016 -3.793 3.384
H 0.260 -2.618 3.709
N 1.977 1.710 -0.892
C 2.578 2.850 -1.237
N 3.883 2.831 -1.025
C 4.143 1.600 -0.518
N 5.461 1.126 -0.139
O 5.569 -0.024 0.295
O 6.422 1.889 -0.272
C 2.954 0.910 -0.435
H 2.050 3.707 -1.643
H 2.814 -0.099 -0.070
*
```

=====

What is the formula in the fifth record? C16H18N4O2